--- 1 ---
19
Properties=species:S:1:pos:R:3 method="wB97M-V/def2-TZVPD" total_charge=+1 homo_lumo_gap_ev=8.7 lumo_ev=-4.829 homo_ev=-13.6
O -0.989 -0.858 -2.703
O -0.179 -5.842 3.277
N -0.109 1.001 1.366
C 1.271 2.691 -1.741
C -1.265 0.482 1.267
C 0.531 1.743 -0.834
C 0.364 2.031 0.443
H -1.506 -0.425 1.798
H -0.183 -0.940 -3.235
H 0.649 0.662 1.957
H 0.526 3.325 -2.226
H 0.534 -6.473 3.343
H 2.010 3.344 -1.276
H 0.673 2.920 0.976
H 1.879 2.122 -2.445
H -1.940 0.946 0.562
H 0.260 0.817 -1.321
H -1.697 -1.400 -3.106
H -0.828 -6.145 3.899



--- 2 ---
19
Properties=species:S:1:pos:R:3 method="wB97M-V/def2-TZVPD" total_charge=+1 homo_lumo_gap_ev=8.8 lumo_ev=-4.724 homo_ev=-13.5
O -2.124 -0.349 0.594
O -3.066 1.098 -2.302
N 0.442 -0.548 -0.666
C 0.385 -1.197 -1.800
C 1.497 0.333 1.190
C 2.426 0.448 2.350
C 1.635 -0.364 0.016
H -4.032 1.296 -2.151
H 0.542 0.841 1.438
H -0.615 -1.409 -2.231
H -0.425 -0.619 -0.026
H 1.361 -1.389 -2.286
H 2.231 -0.175 3.231
H -2.631 0.462 0.814
H 2.191 1.499 2.602
H -3.206 1.177 -3.352
H 3.433 0.370 1.986
H -2.714 -1.063 1.010
H 2.670 -0.412 -0.418



--- 3 ---
19
Properties=species:S:1:pos:R:3 method="wB97M-V/def2-TZVPD" total_charge=+1 homo_lumo_gap_ev=3.0 lumo_ev=-9.480 homo_ev=-12.5
O -0.767 2.051 -2.148
O -0.148 0.080 -0.587
N -2.465 3.122 1.289
C 1.684 -2.210 0.099
C 1.582 -0.924 0.927
C 0.396 -3.188 0.182
C 0.584 0.034 0.541
H -2.608 3.229 0.261
H -3.341 3.210 1.730
H -0.096 2.136 -2.808
H 0.363 -4.002 -0.592
H 0.441 0.867 1.222
H 2.672 -2.727 0.401
H -0.324 1.343 -1.570
H 2.237 -0.713 1.815
H 0.279 -3.671 1.243
H -0.476 -2.631 0.070
H 1.723 -1.998 -0.927
H -1.771 3.787 1.522



If we sort the structures by their calculated energies, the order from most to least stable is 1, 2, 3.



--- 1 ---
19
Properties=species:S:1:pos:R:3 method="wB97M-V/def2-TZVPD" total_charge=+1 homo_lumo_gap_ev=8.2 lumo_ev=-5.143 homo_ev=-13.3
O -0.096 0.932 -2.269
O 7.130 0.546 -0.683
N -0.745 -1.417 1.070
C -0.643 -2.023 -0.048
C -1.735 -0.437 1.431
C -2.299 0.360 0.535
C -3.392 1.309 0.885
H -3.415 1.487 1.956
H -0.814 1.108 -2.889
H -3.388 2.244 0.323
H -1.888 -0.374 2.493
H -1.326 -1.772 -0.847
H 0.612 1.475 -2.649
H -1.998 0.331 -0.501
H 6.386 0.354 -0.105
H 7.020 1.479 -0.908
H -0.032 -1.627 1.762
H 0.135 -2.771 -0.148
H -4.354 0.837 0.635



--- 2 ---
19
Properties=species:S:1:pos:R:3 method="wB97M-V/def2-TZVPD" total_charge=+1 homo_lumo_gap_ev=11.4 lumo_ev=-3.212 homo_ev=-14.6
O 0.524 -2.960 0.593
O -0.189 2.245 -0.963
N -0.344 -0.359 -0.585
C -0.049 1.945 0.186
C 0.186 0.485 0.545
C -1.825 -0.231 -0.802
C 1.644 0.147 0.858
H 2.323 0.526 0.092
H -2.365 -0.203 0.141
H 0.130 0.000 -1.422
H 1.276 -3.440 0.228
H 1.957 0.640 1.774
H -0.386 0.251 1.447
H 1.720 -0.931 0.951
H 0.336 -3.424 1.435
H -2.150 -1.044 -1.443
H -0.040 2.690 0.989
H -0.186 -1.344 -0.330
H -2.027 0.721 -1.281



--- 3 ---
19
Properties=species:S:1:pos:R:3 method="wB97M-V/def2-TZVPD" total_charge=+1 homo_lumo_gap_ev=10.1 lumo_ev=-3.327 homo_ev=-13.5
O 0.308 -0.796 2.494
O -0.062 0.470 -3.286
N 1.163 0.705 0.194
C -0.056 0.826 -1.934
C -0.935 -1.254 2.072
C 1.164 0.248 -1.233
C -1.821 -0.438 1.522
H 0.368 0.308 0.707
H 2.070 0.625 -1.702
H 0.632 -1.470 3.110
H 1.135 -0.839 -1.237
H -1.151 -2.276 2.346
H -1.751 0.639 1.426
H -0.032 1.915 -1.847
H 1.089 1.722 0.284
H 1.997 0.414 0.707
H -0.975 0.504 -1.429
H -0.402 -0.436 -3.350
H -2.744 -0.867 1.156



--- 4 ---
19
Properties=species:S:1:pos:R:3 method="wB97M-V/def2-TZVPD" total_charge=+1 homo_lumo_gap_ev=11.9 lumo_ev=-3.028 smiles=C[NH+](C)C(C)(O)O homo_ev=-14.9
O 0.778 0.585 1.385
O 1.177 1.419 -0.648
N -0.696 0.068 -0.462
C -1.486 1.296 -0.391
C 1.922 -1.165 -0.346
C 0.740 0.269 0.029
C -1.203 -0.967 0.332
H -0.914 2.189 -0.823
H 1.184 -0.094 1.932
H -1.901 1.547 0.611
H 1.532 -1.925 0.415
H -0.610 -0.028 -1.469
H 1.709 1.933 -0.061
H -2.304 -0.937 0.413
H -1.063 -2.028 0.022
H 1.526 -1.635 -1.227
H -0.809 -0.908 1.337
H -2.494 1.229 -0.971
H 2.909 -0.847 -0.077



If we sort the structures by their calculated energies, the order from most to least stable is 2, 3, 1, 4.



--- 1 ---
7
Properties=species:S:1:pos:R:3 method="wB97M-V/def2-TZVPD" total_charge=0 homo_lumo_gap_ev=10.1 lumo_ev=0.024 smiles="C=P.Cl" homo_ev=-10.1
Cl 4.661 0.048 0.095
P -0.505 0.604 0.069
C -2.038 0.046 0.329
H 3.510 -0.301 -0.431
H -2.651 0.327 1.255
H -2.677 -0.646 -0.077
H -0.298 -0.079 -1.239



--- 2 ---
7
Properties=species:S:1:pos:R:3 method="wB97M-V/def2-TZVPD" total_charge=0 homo_lumo_gap_ev=10.0 lumo_ev=0.110 smiles=CPCl homo_ev=-9.9
Cl 2.512 0.401 -0.150
P 0.733 -0.962 0.097
C -0.730 0.169 -0.256
H -1.004 0.886 0.590
H -0.238 0.603 -1.159
H -1.666 -0.309 -0.623
H 0.393 -0.788 1.502



If we sort the structures by their calculated energies, the order from most to least stable is 2, 1.



--- 1 ---
7
Properties=species:S:1:pos:R:3 method="wB97M-V/def2-TZVPD" total_charge=0 homo_lumo_gap_ev=10.3 lumo_ev=0.173 smiles=FOCOCl homo_ev=-10.1
Cl -2.812 0.845 0.258
F 0.882 2.311 -0.220
O -1.482 0.748 -0.751
O 0.416 1.396 0.704
C -0.063 0.308 0.089
H 0.605 -0.260 -0.652
H -0.539 -0.154 0.961



--- 2 ---
7
Properties=species:S:1:pos:R:3 method="wB97M-V/def2-TZVPD" total_charge=0 homo_lumo_gap_ev=12.3 lumo_ev=0.446 smiles="O=C(O)Cl.F" homo_ev=-11.8
Cl 2.593 0.075 -0.093
F -1.915 -0.192 0.224
O 0.254 -1.097 -0.075
O 0.216 1.092 -0.106
C 0.800 -0.059 -0.112
H -0.726 1.136 -0.243
H -1.223 -0.956 0.405



If we sort the structures by their calculated energies, the order from most to least stable is 2, 1.



--- 1 ---
16
Properties=species:S:1:pos:R:3 method="wB97M-V/def2-TZVPD" total_charge=0 homo_lumo_gap_ev=8.8 lumo_ev=0.850 homo_ev=-7.9
P -1.611 -0.508 -1.230
O -0.053 -0.969 -1.000
O -0.018 -2.297 0.926
N 2.233 -0.350 1.881
C 1.387 -0.310 0.758
C -1.695 1.281 -0.412
C 0.433 -1.129 0.292
C -1.225 1.221 -1.889
H -0.176 1.310 -1.839
H 1.452 0.621 0.197
H -2.720 1.757 -0.143
H -1.038 1.392 0.446
H 2.260 -1.177 2.435
H 3.314 -0.152 1.646
H -0.877 -2.500 0.544
H -1.667 1.810 -2.611



--- 2 ---
16
Properties=species:S:1:pos:R:3 method="wB97M-V/def2-TZVPD" total_charge=0 homo_lumo_gap_ev=10.4 lumo_ev=0.452 smiles="NCCC(=O)O.C#P" homo_ev=-10.0
P 0.949 2.402 2.964
O -1.964 -1.460 -0.365
O -2.111 -0.292 1.685
N 0.108 -1.116 -1.691
C 0.515 -0.361 -0.469
C -0.705 0.501 -0.104
C -1.749 -0.436 0.536
C 2.008 1.665 2.156
H -1.116 0.941 -1.107
H 1.572 0.130 -0.617
H 0.839 -1.768 -1.990
H -0.167 -0.402 -2.434
H -1.403 -1.402 -1.119
H 0.787 -1.030 0.355
H 2.807 1.236 1.711
H -0.370 1.391 0.489



If we sort the structures by their calculated energies, the order from most to least stable is 1, 2.



--- 1 ---
12
Properties=species:S:1:pos:R:3 method="wB97M-V/def2-TZVPD" total_charge=+1 homo_lumo_gap_ev=8.5 lumo_ev=-4.147 homo_ev=-12.6
S -0.495 0.336 0.100
S -0.549 -1.569 0.915
N 0.257 1.129 -2.692
C 0.163 -1.403 2.656
H 1.232 -1.098 2.789
H -0.263 -0.634 3.184
H 0.502 1.426 -3.630
H -0.323 1.882 -2.304
H -0.329 0.334 -2.677
H 1.149 0.972 -2.198
H -1.378 1.021 0.633
H 0.034 -2.397 3.223



--- 2 ---
12
Properties=species:S:1:pos:R:3 method="wB97M-V/def2-TZVPD" total_charge=+1 homo_lumo_gap_ev=8.9 lumo_ev=-3.927 homo_ev=-12.8
S -0.860 0.789 0.333
S 0.072 -1.049 -0.142
N 2.107 1.787 0.905
C -1.000 -1.644 -1.524
H -2.047 0.325 0.743
H -1.502 -0.758 -1.893
H 1.200 1.274 0.910
H 1.962 2.698 1.349
H -1.639 -2.440 -1.170
H 2.764 1.208 1.428
H 2.432 1.787 -0.060
H -0.283 -1.883 -2.308



If we sort the structures by their calculated energies, the order from most to least stable is 2, 1.